Entry 1:
# C3H3FLiO2

A structure of composition C3H3FLiO2 (ωB97M-V/def2-TZVPD, OMol25).

The geometry in XYZ format:
```
10
C3H3FLiO2 (ωB97M-V/def2-TZVPD)
H -0.2582 2.1321 -0.1720
O -1.7443 0.2130 -0.4062
C -0.4905 1.1204 0.1476
C -1.5403 0.6107 0.9150
Li -1.4281 -1.6187 0.0205
C 0.9246 -0.0446 -0.3348
O 0.6419 -1.3392 0.0615
F 2.1232 0.3628 0.1857
H 0.9697 -0.0217 -1.4306
H 0.8021 -1.4148 1.0132
```

As for the expectation value of S²: 0.755. As for the spin multiplicity: 2. As for the net charge: 0. For the gap between HOMO and LUMO (alpha / beta), the calculation gives 5.21 / 6.99 eV.

Mulliken atomic charge list, values in e, 8 entries:
1. H 0.343
2. O -0.474
3. C 0.346
4. C -0.902
5. Li 0.811
6. C 0.155
7. O -0.564
8. F -0.276

***

Entry 2:
# C3H3FLiO2

A structure of composition C3H3FLiO2 (ωB97M-V/def2-TZVPD, OMol25).

The geometry in XYZ format:
```
10
C3H3FLiO2 (ωB97M-V/def2-TZVPD)
F 0.9579 0.4139 -3.0368
H -0.0431 0.1665 -2.9680
O -0.4864 1.0683 0.0658
C -0.1841 0.8584 1.4089
C -0.3064 -0.0109 -0.6808
O 0.0826 -0.3720 1.5511
C 0.0306 -1.0714 0.2769
Li -0.3263 2.3325 2.9830
H 1.0115 -1.5264 0.0740
H -0.7362 -1.8590 0.3260
```

As for the net charge: +1. For the gap between HOMO and LUMO, the calculation gives 8.96 eV.

Mulliken atomic charge list, values in e, 8 entries:
1. F -0.407
2. H 0.503
3. O -0.268
4. C -0.026
5. C 0.061
6. O -0.240
7. C -0.202
8. Li 1.042

***

One value per record, in order, for ΔE to the lowest compared entry with this formula, charge and spin: 4.5666 1.2759 eV.